# 1
Below is a cluster of 15 separate species, C65H91Cl14N4O6 in total in a non-equilibrium geometry, with properties calculated with ωB97M-V/def2-TZVPD.

Element x y z (Å)
C -0.83767 -1.17282 3.39145
C 0.53637 -0.61573 2.81977
C 0.75393 -0.92860 1.28657
C -0.14354 -0.11482 0.33579
N 0.13582 -0.41168 -1.15789
C 1.65663 -0.03057 -1.46215
C 1.71743 0.03510 -3.00021
C 0.28327 0.42668 -3.41913
C -0.54758 0.60396 -2.11797
C -0.19407 -1.93071 -1.47820
H -1.65115 -0.49591 3.13041
H -0.82660 -1.04389 4.47374
H -1.12922 -2.20726 3.20971
H 1.31367 -1.17532 3.34013
H 0.76075 0.39058 3.17344
H 0.60336 -2.00529 1.20806
H 1.76403 -0.66957 0.96923
H 0.02776 0.96158 0.34613
H -1.20751 -0.32338 0.44790
H 2.25249 -0.88319 -1.13645
H 1.86979 0.96766 -1.07979
H 1.96166 -0.98128 -3.30914
H 2.54086 0.68184 -3.30315
H -0.10485 -0.38119 -4.03946
H 0.35575 1.35382 -3.98768
H -1.60173 0.32672 -2.12111
H -0.51999 1.64841 -1.80739
H 0.37786 -2.52730 -0.76752
H 0.08862 -2.19417 -2.49741
H -1.24524 -2.17503 -1.32507
C -0.26907 -3.87250 -4.85927
O -1.28894 -3.16439 -5.48401
H 0.65211 -3.29695 -4.95020
H -0.54056 -4.09027 -3.82633
H -0.02307 -4.77590 -5.41735
C -4.12152 -1.02749 -1.24170
O -3.52408 -1.37759 -2.51950
H -3.65608 -0.18120 -0.73647
H -5.07947 -0.64900 -1.59832
H -4.12306 -1.87232 -0.55296
Cl -0.60288 6.55148 -3.67531
C 1.07656 6.00331 -3.56660
C 1.49770 5.59419 -2.14370
Cl 0.74322 4.09809 -1.51059
H 1.64031 6.77459 -4.09139
H 1.26130 5.15745 -4.22880
H 1.37394 6.32244 -1.34217
H 2.53162 5.24934 -2.15715
Cl -0.23937 -4.39177 1.66853
C -0.95282 -5.10333 3.10477
C -2.39281 -5.64434 2.84260
Cl -3.38546 -4.17299 2.39488
H -0.88085 -4.44260 3.96869
H -0.37044 -5.98809 3.36192
H -2.85016 -6.08276 3.72957
H -2.51661 -6.35818 2.02822
Cl 0.78688 4.85658 -6.93543
C 0.14388 3.22524 -7.18813
C -1.34334 3.17724 -6.84699
Cl -2.43120 4.32759 -7.76112
H 0.73468 2.59214 -6.52614
H 0.31895 3.01084 -8.24240
H -1.50538 3.12816 -5.77022
H -1.70328 2.21735 -7.21734
Cl -3.29981 3.79012 -3.65457
C -4.08199 2.27426 -3.19334
C -4.67231 1.56668 -4.44325
Cl -6.19136 2.33564 -5.02768
H -4.85272 2.43582 -2.43970
H -3.27895 1.71239 -2.71633
H -4.96028 0.55919 -4.14303
H -3.99112 1.38154 -5.27380
Cl 4.32063 5.69297 -4.59245
C 4.80241 4.39471 -5.76156
C 4.73869 3.00236 -5.18754
Cl 3.24173 2.68569 -4.33203
H 5.83039 4.69170 -5.96930
H 4.24522 4.48311 -6.69421
H 5.56473 2.86883 -4.48901
H 4.90710 2.21638 -5.92373
Cl 1.00395 3.15654 2.12849
C 0.96347 3.34826 3.87104
C -0.44164 3.09187 4.46359
Cl -0.51736 3.29118 6.19489
H 1.08147 4.41610 4.05515
H 1.74868 2.68165 4.22765
H -0.91118 2.15735 4.15651
H -1.16415 3.82720 4.10950
Cl 2.64339 -0.47538 -5.97316
C 1.11742 -0.44259 -6.90393
C 0.84863 -1.81277 -7.71913
Cl 1.81254 -1.80258 -9.28078
H 1.11021 0.42525 -7.56340
H 0.35005 -0.19271 -6.17126
H -0.18142 -2.03522 -7.99770
H 1.09217 -2.65309 -7.06901
C 4.97575 0.24803 7.88138
C 3.45471 0.55890 7.56313
C 2.67583 -0.67811 7.11197
C 1.29347 -0.37314 6.79730
N 0.22939 -0.06038 6.54393
H 5.20384 -0.14333 8.87280
H 5.53451 1.16222 8.08170
H 5.30615 -0.51394 7.17545
H 3.35472 1.25278 6.72848
H 2.98363 0.98457 8.44912
H 2.68752 -1.46345 7.86775
H 3.24575 -0.96982 6.22981
C -3.98226 -1.07947 5.55268
C -3.07990 -0.48364 6.62610
C -2.47686 -1.51534 7.66001
C -1.81134 -2.64085 7.02540
N -1.27165 -3.48079 6.50030
H -4.81178 -1.56926 6.06268
H -3.46823 -1.82802 4.94974
H -4.52927 -0.36715 4.93504
H -3.70378 0.29475 7.06538
H -2.30121 0.06001 6.09112
H -3.26305 -1.84039 8.34144
H -1.96643 -0.93277 8.42694
C 4.00093 -3.79609 3.98317
C 2.58626 -4.31140 3.96953
C 2.16574 -5.23996 5.04944
C 2.26011 -4.69722 6.43361
N 2.30571 -4.26715 7.47003
H 4.32123 -3.81452 2.94146
H 4.68471 -4.50391 4.45171
H 4.19264 -2.82745 4.44479
H 2.40131 -4.84435 3.03687
H 2.04780 -3.37393 3.83056
H 2.71551 -6.17722 4.96337
H 1.11926 -5.48348 4.86596
C 2.59330 -6.66703 0.52539
C 3.50311 -7.70173 0.27745
C 4.37463 -7.62010 -0.83391
C 4.37965 -6.47566 -1.62886
C 3.46731 -5.44390 -1.38129
C 2.61503 -5.54246 -0.26011
C 3.42633 -4.22635 -2.23025
O 2.67158 -3.29267 -2.02073
C 4.28356 -4.32387 -3.48252
C 4.08561 -3.37448 -4.47567
C 4.79796 -3.37800 -5.66071
C 5.75658 -4.37471 -5.87475
C 6.03632 -5.29983 -4.90475
C 5.25285 -5.33125 -3.67334
C 5.44614 -6.37736 -2.66866
O 6.42986 -7.16251 -2.68942
H 1.99846 -6.77749 1.42002
H 3.55379 -8.57782 0.90697
H 5.13887 -8.37795 -0.92336
H 1.86901 -4.81940 0.03491
H 3.28706 -2.66455 -4.31843
H 4.64640 -2.60041 -6.39472
H 6.39766 -4.51226 -6.73295
H 6.83633 -6.02067 -4.98712
C -9.16492 7.05324 1.64888
C -8.62637 7.95804 2.55515
C -7.26244 8.01498 2.73255
C -6.39831 7.02906 2.12001
C -6.98717 6.12317 1.22592
C -8.39754 6.12146 0.98424
C -6.13124 5.13581 0.52768
O -6.66766 4.24282 -0.13675
C -4.65596 5.12207 0.72992
C -3.81058 4.25203 0.00867
C -2.44223 4.26726 0.19656
C -1.87511 5.14892 1.10194
C -2.68435 5.89536 1.91560
C -4.08120 6.03214 1.63611
C -4.95075 6.98827 2.44817
O -4.43844 7.67738 3.33479
H -10.23322 7.07622 1.49205
H -9.15672 8.65547 3.18658
H -6.89260 8.71007 3.47179
H -8.85016 5.39785 0.32249
H -4.17885 3.58819 -0.75951
H -1.78121 3.60107 -0.33790
H -0.81553 5.14303 1.31089
H -2.27580 6.42822 2.76150

- Spin multiplicity: 2
- Expectation value of S²: 0.7538
- E_tot: -262433.48694 eV
- HOMO level (spin up / spin down): -5.337 / -5.316 eV
- LUMO energy (spin up / spin down): -1.838 / -1.840 eV

# 2
Below is a structure of composition C66H124F14N16O33S14 in a non-equilibrium geometry, with properties calculated with ωB97M-V/def2-TZVPD.

Element x y z (Å)
C 2.70163 4.96583 0.08047
N 2.02684 3.70619 -0.30736
C 2.75446 2.59325 -0.55377
C 2.14986 1.36330 -0.54298
C 0.78280 1.25929 -0.42265
C 0.02929 2.44464 -0.30545
C 0.70690 3.66344 -0.25361
C 0.09357 -0.06665 -0.42980
C -1.04448 -0.17722 -1.11037
C -1.79006 -1.36671 -0.98028
N -1.42494 -2.36249 -0.07035
C -0.23231 -2.23170 0.61496
C 0.49058 -1.09071 0.42883
C -2.12936 -3.66289 -0.14460
H 1.95632 5.64839 0.36573
H 3.31832 5.37216 -0.73231
H 3.30602 4.80818 1.00231
H 3.80261 2.76344 -0.66334
H 2.75569 0.48869 -0.77279
H -1.06321 2.46397 -0.35065
H 0.16442 4.58475 -0.03218
H -1.42903 0.55556 -1.83471
H -2.77586 -1.57300 -1.32694
H 0.03085 -3.02248 1.34011
H 1.41053 -0.91659 1.01331
H -1.57616 -4.28477 -0.82462
H -3.22275 -3.47165 -0.33646
H -2.14016 -4.15354 0.84754
C 2.59618 -2.95087 -5.50062
N 1.28009 -3.06056 -4.88813
C 0.54331 -1.94145 -4.76275
C -0.77751 -1.99260 -4.42678
C -1.49310 -3.17315 -4.25960
C -0.62893 -4.27015 -4.30516
C 0.69718 -4.21101 -4.53954
C -2.93286 -3.29563 -3.93867
C -3.46502 -4.57510 -3.78395
C -4.81943 -4.72885 -3.68075
N -5.61362 -3.65021 -3.75515
C -5.07622 -2.41332 -3.92014
C -3.73826 -2.15002 -3.94912
C -7.04689 -3.96088 -3.92251
H 3.14919 -2.13282 -5.15252
H 2.49832 -2.76467 -6.60875
H 3.07920 -3.90155 -5.31083
H 1.05298 -0.99108 -4.85454
H -1.23583 -1.03438 -4.41256
H -0.89835 -5.26540 -3.99274
H 1.36401 -5.10726 -4.53375
H -2.77639 -5.37401 -3.64110
H -5.37663 -5.67335 -3.60379
H -5.75478 -1.55288 -3.97200
H -3.36242 -1.14844 -4.10556
H -7.19230 -4.28472 -4.93902
H -7.65062 -3.07365 -3.68869
H -7.33595 -4.65401 -3.14499
C 3.79692 -2.16620 6.47047
C 3.41648 -0.78630 5.91807
C 4.34999 0.31335 6.37519
C 5.65763 0.23471 5.62246
C 5.50982 0.36989 4.09099
C 4.71646 -0.79783 3.48886
N 3.47786 -1.07679 4.36221
O 2.59368 -1.52600 3.86388
C 5.47380 -2.12100 3.53567
C 4.30904 -0.57022 2.03974
C 1.97435 -0.46501 6.17392
H 3.17521 -2.93255 6.11053
H 3.60524 -2.03405 7.51703
H 4.86066 -2.42373 6.36555
H 4.51172 0.21182 7.45471
H 3.98228 1.31881 6.30001
H 6.19590 -0.65270 5.81380
H 6.43648 1.00811 5.99140
H 6.45100 0.27026 3.55007
H 4.98775 1.34286 3.89573
H 6.29694 -2.10553 2.88585
H 4.80211 -2.93372 3.18774
H 5.85312 -2.36367 4.51498
H 3.51086 0.11036 1.95142
H 4.02437 -1.46989 1.56150
H 5.18527 -0.29119 1.53037
H 1.78831 -0.04302 7.16266
H 1.28738 -1.24042 5.99671
H 1.73429 0.36255 5.51911
C -1.73979 7.28106 0.07534
C -1.51317 8.50917 -0.74626
C -0.08165 8.50826 -1.40166
C 0.04139 9.38192 -2.69526
C -1.01723 9.07647 -3.73542
C -2.51566 9.19187 -3.39186
N -2.61663 8.56259 -1.95503
O -3.74081 8.08124 -1.62815
C -3.38934 8.49160 -4.34073
C -3.02932 10.70692 -3.29676
C -1.92865 9.80369 -0.06029
H -0.99065 7.19758 0.88971
H -1.47616 6.36345 -0.45923
H -2.77478 7.16762 0.54965
H 0.13161 7.48433 -1.70721
H 0.67785 8.76401 -0.65087
H 1.01007 9.20200 -3.16962
H -0.04605 10.48434 -2.46067
H -0.83580 8.11050 -4.19091
H -0.86938 9.81661 -4.53799
H -2.96150 8.98304 -5.21602
H -4.48051 8.72975 -4.27933
H -3.14220 7.41908 -4.39788
H -2.39305 11.32569 -2.70323
H -4.11673 10.73469 -2.87642
H -3.06593 11.16163 -4.29491
H -3.01669 9.93100 -0.13046
H -1.54468 10.71090 -0.43802
H -1.72873 9.89055 1.00737
C -4.54972 -10.42503 6.08789
C -3.65662 -10.23527 4.89751
N -3.36539 -8.78634 4.54783
C -2.90954 -8.01696 5.69857
C -2.36142 -8.60573 3.40048
C -0.92146 -9.02820 3.72291
C -4.67005 -8.20535 4.04392
C -5.42917 -8.94753 2.93099
O -6.34920 -9.79484 3.57551
C -7.20265 -10.53359 2.62814
H -4.07416 -10.07683 7.00828
H -4.82497 -11.44512 6.27177
H -5.55084 -9.99482 6.03055
H -4.08698 -10.76582 4.05114
H -2.67686 -10.70104 5.11978
H -3.64526 -7.95687 6.45936
H -2.69068 -6.99884 5.35755
H -1.93821 -8.33739 6.17405
H -2.48546 -7.56633 3.17492
H -2.77867 -9.20745 2.58294
H -0.27277 -8.41124 3.04171
H -0.77188 -10.12631 3.62621
H -0.67711 -8.72181 4.71696
H -4.34845 -7.21866 3.73996
H -5.32514 -8.07317 4.91305
H -4.82214 -9.45503 2.20428
H -5.87259 -8.10608 2.35773
H -7.69246 -9.80998 1.93017
H -8.01522 -11.05011 3.15818
H -6.58548 -11.32169 2.14813
C 4.77117 1.77491 -5.06636
C 5.85639 1.76971 -6.09970
N 7.10571 2.64789 -5.69429
C 7.69268 2.08552 -4.44698
C 8.12035 2.67061 -6.80030
C 8.72649 1.33577 -7.12503
C 6.67530 3.96835 -5.26180
C 6.19000 4.92349 -6.37080
O 4.92562 4.50238 -6.87379
C 4.29117 5.58353 -7.61383
H 5.12430 1.26774 -4.14462
H 3.90323 1.12452 -5.30256
H 4.40971 2.69887 -4.72281
H 5.57103 2.14935 -7.05146
H 6.13931 0.74981 -6.00828
H 7.04626 2.28793 -3.63432
H 8.67773 2.45872 -4.21258
H 7.84353 1.01562 -4.57539
H 8.74825 3.48545 -6.40026
H 7.54513 3.09087 -7.64761
H 8.11932 0.52788 -7.48313
H 9.48304 1.04483 -6.39536
H 9.36602 1.56094 -7.97408
H 7.55649 4.34909 -4.74248
H 5.87106 3.90387 -4.57037
H 6.88097 4.98546 -7.18651
H 5.97638 5.92561 -5.91240
H 4.96279 5.99743 -8.36603
H 3.99755 6.45745 -7.02557
H 3.34006 5.21919 -8.09260
C -5.16056 -0.37909 3.92314
C -4.43281 0.98298 3.59788
N -2.97528 0.87713 3.27920
C -2.84730 0.31925 1.87189
C -2.41512 2.31822 3.22128
C -3.27960 3.28647 2.38694
C -2.24438 0.06096 4.27038
C -2.22500 0.63049 5.69393
O -1.17917 1.54632 5.83791
C -0.76632 1.62778 7.21404
H -6.22160 -0.12924 3.81286
H -4.94185 -0.84099 4.90484
H -5.05261 -1.23274 3.22807
H -4.56333 1.67216 4.42534
H -4.86221 1.33591 2.65478
H -3.39361 0.98062 1.18846
H -3.34046 -0.67112 1.99263
H -1.75596 0.34386 1.67135
H -1.39413 2.19673 2.87811
H -2.29851 2.73479 4.20992
H -4.08277 3.52442 3.00961
H -3.53308 3.04389 1.39291
H -2.63608 4.16876 2.26887
H -1.25658 -0.12404 3.86210
H -2.85103 -0.78498 4.30296
H -2.11142 -0.24832 6.38566
H -3.16724 1.04943 6.01794
H -0.31014 0.67697 7.65527
H -1.63012 1.83638 7.88857
H -0.08276 2.42041 7.44164
N -2.33428 -4.94194 4.17572
S -1.11069 -4.07660 3.68717
O -0.16050 -3.90826 4.68290
O -1.45854 -2.96479 2.83993
F -0.48499 -5.14034 2.81551
S -3.67049 -4.34055 4.73585
O -3.64265 -3.03540 5.41725
O -4.41048 -5.34399 5.47245
F -4.33973 -4.07226 3.31240
N -4.88412 -1.09931 -1.12934
S -5.80914 -2.00239 -0.14650
O -6.82730 -1.27303 0.51218
O -5.01220 -3.02962 0.45882
F -6.82367 -2.83862 -1.28227
S -5.14312 0.35558 -1.63184
O -4.92852 1.45154 -0.64408
O -6.29083 0.37910 -2.45357
F -3.86152 0.66237 -2.41047
N 3.60908 -2.92802 -2.55087
S 4.71426 -1.78116 -2.27706
O 5.73583 -2.27110 -1.42340
O 4.14181 -0.48062 -1.98713
F 5.28037 -1.78856 -3.78270
S 2.55092 -3.27620 -1.53724
O 2.80691 -2.77416 -0.19696
O 2.15281 -4.60636 -1.61793
F 1.21458 -2.41357 -2.11458
N 0.72388 3.51081 2.82208
S 0.53744 5.05796 3.42891
O 0.00058 5.28799 4.66647
O -0.00187 5.79062 2.35955
F 2.06522 5.34495 3.65487
S 1.62492 2.40342 3.54758
O 1.06608 1.22498 2.88657
O 1.76275 2.48753 4.97722
F 3.09969 2.46181 2.92627
N -1.06463 4.06695 -4.04649
S -0.04314 2.94298 -4.13382
O -0.39930 1.56794 -3.78763
O 1.22734 3.34250 -3.57266
F 0.20855 2.93883 -5.74906
S -2.41622 4.09013 -3.16962
O -2.37737 3.22768 -1.99329
O -3.68714 4.15967 -3.90896
F -2.29394 5.59477 -2.54341
N -2.03410 -6.79590 -0.35513
S -1.20348 -7.30592 -1.52749
O -1.48916 -6.65563 -2.78085
O -0.83750 -8.67041 -1.50099
F 0.08905 -6.45381 -1.16334
S -3.68055 -6.88271 -0.23007
O -4.17461 -6.66128 1.09134
O -4.15821 -8.03699 -0.92743
F -4.20602 -5.62426 -1.13936
N 5.80193 5.73428 -2.41410
S 5.42930 7.27023 -1.92628
O 6.59397 8.09406 -1.90246
O 4.43495 7.45459 -0.95448
F 4.77044 7.82870 -3.21654
S 6.41680 4.76760 -1.34481
O 6.09604 3.41239 -1.69328
O 6.15882 5.20264 -0.01221
F 8.04186 4.91321 -1.69186

- Total charge: +2
- E_tot: -351573.99037 eV
- ΔE to the lowest compared entry with this formula, charge and spin: 0.0 kJ/mol
- HOMO level: -12.355 eV
- LUMO energy: -6.129 eV

Question: What is the formula in the second record?
Answer: C66H124F14N16O33S14

Question: The lowest E_tot belongs to which entry?
Answer: C66H124F14N16O33S14